The following is a DFT calculation (the ωB97M-V functional and the def2-TZVPD basis) of a molecular structure, C16H34ClF4N4O6PS4 at a distorted geometry.

```
! wB97M-V def2-TZVPD RIJCOSX def2/J DEFGRID3
* xyz 0 1
Cl -2.968 -1.229 4.341
S 5.179 0.414 -2.249
S -0.232 -0.162 -2.064
S -2.294 -5.801 0.805
S 5.449 0.668 -4.864
P -3.035 -0.108 -1.229
F 6.716 0.815 -2.206
F 1.045 -0.875 -1.556
F -1.098 1.998 0.307
F 5.206 -0.378 -6.038
O -0.610 -0.779 -3.260
O 4.512 1.664 -2.045
O 0.029 1.219 -2.105
O 4.550 1.728 -5.194
O 5.091 -0.531 -1.175
O 6.848 0.934 -4.965
N -1.345 -0.596 -0.870
N -0.432 0.938 0.892
N -1.145 -1.174 1.349
N 5.012 -0.261 -3.653
C -3.120 1.581 -3.559
C -1.406 0.994 4.412
C 1.040 1.071 0.817
C -1.167 -4.821 1.858
C -1.709 -2.500 1.077
C -0.955 -0.274 0.449
C -1.921 -0.054 3.412
C 3.611 2.358 0.658
C 1.595 1.784 2.078
C 2.636 2.851 1.732
C -0.800 -0.893 2.762
C -5.170 -1.453 -2.241
C -3.104 1.557 -2.011
C 3.441 3.164 3.028
C -0.612 -3.590 1.125
C -3.641 -1.366 -2.444
H 0.216 -3.241 1.743
H 1.338 1.661 -0.045
H 1.981 1.098 2.834
H -3.187 -2.317 -2.171
H -2.315 2.227 -1.681
H 0.189 -0.465 2.866
H -2.576 0.363 2.657
H 4.568 2.867 0.663
H 1.454 0.065 0.797
H -4.127 1.539 -3.967
H 2.143 3.773 1.426
H 2.975 3.938 3.636
H -2.048 0.967 5.285
H -5.545 -2.324 -2.774
H -1.714 -4.521 2.751
H 4.408 3.551 2.710
H -2.319 -2.534 0.185
H -0.407 0.719 4.745
H -5.656 -0.559 -2.624
H -5.373 -1.575 -1.178
H -2.715 2.534 -3.896
H -0.358 -5.461 2.198
H 0.745 2.295 2.542
H -0.786 -1.855 3.263
H 3.171 2.586 -0.314
H 3.757 1.277 0.657
H -0.263 -3.885 0.138
H -2.664 -4.873 -0.099
H -3.391 -1.066 -3.457
H -1.424 1.968 3.932
H 3.640 2.245 3.578
H -2.378 -2.706 1.912
H -2.494 0.817 -4.013
H -4.041 2.000 -1.672
*
```

Results
- Kohn-Sham gap (eV) = 6.09
- highest occupied orbital energy (eV) = -8.4
- LUMO (eV) = -2.34

---

The following is a DFT calculation (the ωB97M-V functional and the def2-TZVPD basis) of a molecular structure, C16H34N3OPReSSi at a distorted geometry.

```
! wB97M-V def2-TZVPD RIJCOSX def2/J DEFGRID3
* xyz 0 4
Re 0.022 -0.316 -0.424
S -0.058 -1.478 1.694
P 0.498 0.856 -2.316
Si 0.286 -2.307 -1.708
O 2.260 -0.884 -0.258
N -0.838 0.812 2.898
N 0.439 -0.683 4.170
N -1.717 0.007 -0.443
C -3.051 -0.071 -0.634
C -3.591 -1.115 -1.447
C 2.987 0.496 1.678
C -5.824 -0.258 -1.093
C -4.959 -1.194 -1.676
C 1.952 0.392 -3.332
C 3.118 -0.205 0.375
C -5.317 0.771 -0.287
C 4.541 -0.488 -0.020
C -0.160 -0.338 2.999
C -0.841 0.882 -3.576
C -1.396 1.537 4.036
C 0.796 2.642 -2.089
C 1.217 0.267 4.985
C -3.951 0.881 -0.056
C 1.926 -3.224 -1.798
H -2.883 -1.837 -1.876
H -0.641 -3.318 -1.117
H -6.896 -0.332 -1.271
H 1.409 0.756 0.491
H 4.984 -1.111 0.764
H -1.097 -0.139 -3.880
H -1.248 0.990 1.978
H -0.069 -2.182 -3.156
H 1.648 2.784 -1.414
H 1.741 -4.179 -2.307
H 1.054 1.300 4.664
H 0.917 0.158 6.033
H 2.013 1.079 -4.186
H -3.513 1.681 0.545
H 2.285 0.027 4.905
H 5.109 0.442 -0.066
H -1.200 0.995 4.965
H 2.254 1.320 1.749
H 2.868 0.471 -2.734
H 0.838 -1.624 4.134
H 1.011 3.114 -3.057
H -1.733 1.363 -3.156
H -0.955 2.540 4.091
H 2.305 -3.425 -0.790
H -2.479 1.640 3.904
H 2.784 -0.217 2.490
H 1.852 -0.636 -3.698
H 3.953 0.974 1.895
H -0.091 3.111 -1.646
H 2.671 -2.657 -2.366
H -5.348 -1.991 -2.308
H -0.503 1.450 -4.454
H 4.617 -1.021 -0.971
H -5.993 1.495 0.165
*
```

Results
- Kohn-Sham gap (alpha / beta) (eV) = 4.64 / 6.50
- highest occupied orbital energy (alpha / beta) (eV) = -4.3 / -7.7
- ⟨S²⟩ = 3.791
- LUMO (alpha / beta) (eV) = 0.37 / -1.17
- energy above the lowest of the compared OMol25 structures with the same formula, charge and spin (kJ/mol) = 143.3

---

The following is a DFT calculation (the ωB97M-V functional and the def2-TZVPD basis) of 3 unconnected molecules or ions with the total composition C16H34NO12P2S3 at a distorted geometry.

```
! wB97M-V def2-TZVPD RIJCOSX def2/J DEFGRID3
* xyz 1 1
S 2.995 0.971 -3.618
S -1.469 -4.004 -2.288
S -2.800 -2.437 0.271
P -8.325 -0.008 2.035
P 6.833 3.975 -0.042
O 5.662 5.063 0.167
O 7.393 3.742 1.450
O 2.694 -5.035 -1.481
O -8.069 -0.644 3.495
O 4.368 -1.611 -0.528
O 2.182 -0.727 -1.394
O 1.021 -5.250 -3.262
O -9.199 1.310 2.342
O -7.086 0.229 1.230
O 6.418 2.731 -0.761
O -9.390 -1.011 1.361
O 8.006 4.813 -0.766
N -3.472 -1.798 -2.318
C 4.724 5.178 -0.884
C -9.182 -1.095 4.239
C 1.303 -4.837 -1.998
C -4.361 -0.838 -1.500
C 3.381 -3.726 -1.742
C -3.530 -0.702 -0.055
C 8.605 5.881 -0.063
C -8.473 2.502 2.567
C 3.815 -2.961 -0.356
C 8.283 2.658 1.622
C -2.651 -2.682 -1.614
C 3.515 -0.735 -1.335
C 2.626 -3.044 0.819
C 0.087 -4.105 -1.183
C -8.860 -2.178 0.767
C 4.283 0.350 -2.351
H 8.767 2.753 2.596
H -3.463 -1.813 -3.379
H 9.443 5.501 0.525
H 4.079 4.295 -0.903
H -10.070 -0.489 4.044
H -8.942 -1.034 5.304
H 7.727 1.717 1.591
H -7.683 2.338 3.305
H 3.766 1.320 -4.760
H 0.400 -2.964 -1.024
H -8.142 -2.660 1.437
H -9.157 3.266 2.943
H -9.387 -2.136 3.985
H 2.650 -3.132 -2.435
H 3.217 -2.882 1.844
H 4.397 -4.023 -2.289
H -8.036 2.852 1.628
H 4.794 1.230 -1.775
H -4.174 -0.566 0.925
H -2.523 -0.069 -0.122
H -0.196 -4.587 -0.156
H -8.373 -1.923 -0.178
H 8.984 6.610 -0.784
H 4.105 6.062 -0.709
H -4.241 0.258 -1.959
H 7.892 6.381 0.598
H 2.148 -4.115 0.899
H 1.854 -2.169 0.753
H 5.035 -0.305 -2.990
H 5.233 5.286 -1.846
H -5.509 -1.153 -1.409
H 9.051 2.662 0.843
H 4.704 -3.614 0.103
H -9.680 -2.873 0.568
*
```

Results
- Kohn-Sham gap (eV) = 6.77
- highest occupied orbital energy (eV) = -11.0
- LUMO (eV) = -4.25

---

The following is a DFT calculation (the ωB97M-V functional and the def2-TZVPD basis) of 3 unconnected molecules or ions with the total composition C16H34NO2 at a distorted geometry.

```
! wB97M-V def2-TZVPD RIJCOSX def2/J DEFGRID3
* xyz 1 1
O -2.487 5.000 -4.516
O -1.284 0.951 -2.006
N 0.278 -4.079 1.342
C -3.323 5.288 -3.691
C -1.006 -3.622 2.032
C -3.943 4.247 -2.789
C 0.439 -0.260 -3.104
C 1.588 -1.077 0.918
C -0.629 1.853 -4.107
C -3.797 6.709 -3.514
C 4.092 -2.941 1.540
C 4.510 -0.968 3.162
C -0.542 0.120 3.084
C 2.254 -1.322 2.254
C 0.036 -1.040 0.839
C -0.712 -2.420 2.901
C -0.774 -1.086 2.141
C 3.557 -1.745 2.296
C -0.566 0.862 -2.977
H 4.890 -0.169 2.523
H 1.940 -1.869 0.240
H -0.255 -0.122 0.328
H 3.966 -0.537 4.003
H 1.753 -1.199 3.206
H -4.870 6.772 -3.699
H 1.000 -3.350 1.442
H 5.043 -3.240 1.977
H 1.987 -0.152 0.503
H 0.335 2.348 -4.226
H 0.227 0.758 2.652
H -1.817 -0.999 1.824
H 5.355 -1.561 3.510
H 0.229 -2.575 3.432
H -3.522 3.269 -3.011
H -1.317 -4.448 2.670
H 0.225 -0.856 -3.992
H 0.375 -0.898 -2.223
H 1.448 0.148 -3.178
H 4.317 -2.720 0.492
H -1.800 -3.478 1.305
H -0.316 -1.835 0.171
H 0.624 -4.949 1.739
H -0.888 1.344 -5.037
H -1.445 0.717 3.166
H -3.590 7.050 -2.498
H -3.277 7.355 -4.218
H 0.094 -4.199 0.347
H -1.385 2.605 -3.896
H -3.742 4.489 -1.745
H -0.196 -0.211 4.061
H -1.487 -2.375 3.668
H -5.022 4.213 -2.946
H 3.426 -3.798 1.609
*
```

Results
- Kohn-Sham gap (eV) = 7.74
- highest occupied orbital energy (eV) = -10.9
- LUMO (eV) = -3.20
- energy above the lowest of the compared OMol25 structures with the same formula, charge and spin (kJ/mol) = 312.3